No. 1
DFT (the ωB97M-V functional and the def2-TZVPD basis) results for an isolated molecule of C5H7NO.

* HOMO-LUMO gap: 0.399 Ha
* E_LUMO: 0.68 eV
* energy above the lowest of the compared OMol25 structures with the same formula, charge and spin: 124.9 kJ/mol

Structure (XYZ):
```
14
Properties=species:S:1:pos:R:3:nbo_charge:R:1
C 0.67 -1.31 0.60 -0.604
C -0.33 -0.58 -0.38 -0.314
C -1.64 -0.51 0.30 0.271
N -2.68 -0.41 0.80 -0.318
C -0.02 0.88 -0.98 -0.502
C 0.50 1.61 0.21 0.433
O 1.66 1.95 0.30 -0.515
H 0.74 -0.84 1.58 0.225
H 0.37 -2.36 0.78 0.232
H 1.66 -1.33 0.15 0.227
H -0.44 -1.22 -1.24 0.258
H 0.78 1.09 -1.72 0.247
H -0.94 1.36 -1.36 0.242
H -0.26 1.68 1.01 0.119
```

---

No. 2
DFT (the ωB97M-V functional and the def2-TZVPD basis) results for a structure of composition C23H52O3P4SeTi.

* 2S+1: 2
* HOMO-LUMO gap (alpha / beta): 0.257 / 0.177 Ha
* E_LUMO (alpha / beta): -9.85 / -12.02 eV
* energy above the lowest of the compared OMol25 structures with the same formula, charge and spin: 117.0 kJ/mol
* net charge: +3

Structure (XYZ):
```
84
Properties=species:S:1:pos:R:3:lowdin_spin:R:1
Ti 0.23 -0.37 -0.45 -0.107
P -2.05 -0.63 1.44 0.019
P 1.20 -2.74 -0.90 0.061
P -2.13 -1.36 -1.85 0.052
H -1.26 4.28 -0.93 0.000
C -2.30 3.93 -0.93 0.000
C -2.89 3.49 0.21 0.000
H -2.28 3.35 1.10 0.000
C -2.10 0.11 3.15 0.005
C -2.07 -2.39 1.98 0.000
C -3.88 -0.42 1.20 0.002
C 1.96 -2.95 -2.55 0.007
C 2.28 -3.48 0.39 0.001
C -0.03 -4.15 -1.02 0.016
C -3.38 -0.05 -2.25 0.012
C -3.33 -2.70 -1.47 0.012
C -1.78 -1.86 -3.58 0.006
H -2.86 4.08 -1.86 0.000
H -3.92 3.15 0.22 0.000
H -1.81 1.16 3.09 0.000
H -1.40 -0.41 3.83 0.000
H -3.11 0.04 3.57 0.001
H -1.04 -2.69 2.22 0.000
H -2.44 -3.05 1.18 0.000
H -2.70 -2.51 2.87 0.000
H -4.10 0.65 1.07 0.000
H -4.42 -0.77 2.10 0.000
H -4.28 -0.96 0.34 0.000
H 2.82 -3.63 -2.48 0.001
H 2.32 -1.98 -2.91 0.000
H 1.26 -3.34 -3.30 0.000
H 3.00 -4.18 -0.04 0.000
H 1.66 -4.02 1.13 0.000
H 2.80 -2.66 0.89 0.001
H 0.52 -5.11 -0.92 0.002
H -0.58 -4.20 -1.97 0.000
H -0.76 -4.10 -0.20 0.000
H -4.14 -0.50 -2.91 0.000
H -2.89 0.79 -2.77 0.008
H -3.86 0.33 -1.34 0.000
H -4.10 -2.70 -2.26 0.002
H -3.83 -2.57 -0.51 0.000
H -2.83 -3.67 -1.47 0.000
H -2.74 -2.09 -4.07 0.000
H -1.14 -2.75 -3.61 0.000
H -1.28 -1.05 -4.12 0.004
C 0.63 2.26 -3.66 0.126
C 0.31 3.63 -3.67 0.066
C 0.82 4.44 -4.68 0.014
C 1.61 3.89 -5.70 0.149
C 1.88 2.50 -5.71 0.015
C 1.37 1.70 -4.70 0.057
Se -0.12 1.10 -2.28 0.378
H 1.77 -1.19 -0.31 0.045
H -0.37 4.02 -2.91 0.001
H 0.61 5.52 -4.68 -0.001
H 1.99 4.51 -6.52 0.006
H 2.49 2.06 -6.50 -0.001
H 1.51 0.61 -4.73 0.000
C 3.56 -2.56 3.62 0.000
C 2.27 -1.81 3.82 0.000
O 2.16 -0.90 2.61 0.001
P 0.85 0.05 2.46 0.000
O 1.14 1.28 3.46 0.000
C 2.10 1.46 4.60 0.000
C 2.57 2.88 4.62 0.000
O 1.12 0.81 0.92 0.026
C 2.05 2.26 0.70 0.005
C 1.24 3.34 1.32 0.000
H 3.57 -3.11 2.68 0.000
H 3.63 -3.28 4.45 0.000
H 4.41 -1.88 3.66 0.000
H 1.41 -2.48 3.87 0.000
H 2.31 -1.19 4.73 0.000
H 2.93 0.76 4.45 0.000
H 1.54 1.19 5.51 0.000
H 1.74 3.59 4.78 0.000
H 3.27 3.01 5.45 0.000
H 3.10 3.13 3.69 0.000
H 2.94 1.93 1.24 0.000
H 2.10 2.25 -0.39 0.004
H 1.25 3.23 2.40 0.000
H 1.68 4.32 1.09 0.000
H 0.21 3.35 0.94 0.000
```

---

No. 3
DFT (the ωB97M-V functional and the def2-TZVPD basis) results for a cluster of 14 separate species, C46H102O34S5 in total.

* 2S+1: 2
* HOMO-LUMO gap (alpha / beta): 0.374 / 0.081 Ha
* E_LUMO (alpha / beta): -1.95 / -8.84 eV
* net charge: +1

Structure (XYZ):
```
187
Properties=species:S:1:pos:R:3:lowdin_spin:R:1
C 1.04 0.78 -0.17 0.002
C 0.86 0.37 1.26 0.010
C 0.93 -1.19 1.14 0.058
O 0.28 -1.41 -0.11 0.443
C 0.29 -0.30 -1.01 0.054
H 2.09 0.73 -0.44 0.001
H 0.64 1.78 -0.33 0.000
H -0.11 0.44 1.75 0.001
H 1.64 0.76 1.93 0.000
H 0.31 -1.64 1.92 0.013
H 1.93 -1.61 1.03 0.035
H -0.73 0.04 -1.18 0.027
H 0.81 -0.60 -1.91 0.022
C -0.63 4.94 2.57 0.000
C -1.02 3.47 2.68 0.000
C -1.02 3.31 4.21 0.000
O -1.30 4.58 4.71 0.000
C -1.47 5.52 3.66 0.000
H -0.93 5.23 1.56 0.000
H 0.43 5.17 2.64 0.000
H -0.34 2.73 2.24 0.000
H -1.99 3.26 2.24 0.000
H -0.03 2.99 4.54 0.000
H -1.81 2.59 4.45 0.000
H -1.00 6.44 3.98 0.000
H -2.48 5.72 3.31 0.000
C -3.20 -2.57 -3.84 0.008
C -3.44 -1.96 -2.46 0.006
C -4.94 -1.99 -2.14 0.023
O -5.48 -2.67 -3.32 0.216
C -4.60 -2.50 -4.47 0.020
H -2.94 -3.63 -3.86 0.000
H -2.49 -2.00 -4.43 0.000
H -3.04 -0.94 -2.52 0.000
H -2.97 -2.47 -1.62 0.001
H -5.33 -0.98 -2.11 0.016
H -5.19 -2.57 -1.25 0.006
H -4.80 -1.50 -4.87 0.013
H -4.85 -3.29 -5.18 0.002
C -2.92 0.14 2.40 0.000
C -4.35 0.40 2.74 0.000
C -5.21 0.21 1.52 0.001
O -4.41 -0.82 0.86 0.010
C -3.11 -1.04 1.50 0.002
H -2.32 -0.02 3.30 0.000
H -2.52 0.96 1.81 0.000
H -4.57 1.33 3.25 0.000
H -4.64 -0.39 3.43 0.000
H -5.35 1.11 0.93 0.000
H -6.20 -0.08 1.87 0.000
H -2.26 -1.07 0.82 0.000
H -3.11 -1.91 2.17 0.001
O -3.13 1.10 -5.25 0.000
S -3.90 1.89 -4.27 0.000
O -5.32 1.68 -3.96 0.000
O -2.92 1.96 -2.93 0.000
C -3.62 2.19 -1.73 0.000
C -2.74 2.71 -0.59 0.000
C -3.71 3.72 -4.82 0.000
H -4.07 1.24 -1.43 0.000
H -4.50 2.83 -1.83 0.000
H -3.24 2.81 0.37 0.000
H -2.43 3.74 -0.80 0.000
H -1.92 2.00 -0.48 0.000
H -4.56 3.95 -5.46 0.000
H -2.78 3.91 -5.35 0.000
H -3.77 4.32 -3.92 0.000
O 4.42 1.19 7.99 0.000
S 4.18 2.63 7.87 0.000
O 5.28 3.56 7.98 0.000
O 3.39 2.92 6.44 0.000
C 2.37 2.06 5.95 0.000
C 2.29 1.94 4.48 0.000
C 2.71 3.15 8.94 0.000
H 1.50 2.55 6.39 0.000
H 2.45 1.00 6.18 0.000
H 2.15 2.94 4.07 0.000
H 1.45 1.34 4.12 0.000
H 3.22 1.74 3.95 0.000
H 3.07 3.05 9.97 0.000
H 1.84 2.58 8.61 0.000
H 2.65 4.22 8.71 0.000
O 7.08 3.39 -5.65 0.000
S 5.90 3.92 -4.96 0.000
O 4.61 4.05 -5.63 0.000
O 5.71 3.12 -3.54 0.000
C 4.55 3.17 -2.80 0.000
C 3.65 1.97 -3.08 0.000
C 6.42 5.60 -4.26 0.000
H 3.87 4.01 -2.98 0.000
H 4.77 3.24 -1.73 0.000
H 4.04 0.99 -2.80 0.000
H 3.22 1.91 -4.08 0.000
H 2.73 2.12 -2.52 0.000
H 5.65 5.91 -3.54 0.000
H 6.57 6.36 -5.03 0.000
H 7.34 5.41 -3.72 0.000
O -1.56 -3.37 6.64 0.000
S -1.62 -2.39 5.51 0.000
O -1.21 -2.82 4.15 0.000
O -3.11 -1.75 5.49 0.000
C -3.63 -1.30 6.69 0.000
C -5.02 -0.71 6.43 0.000
C -0.63 -0.87 6.01 0.000
H -3.09 -0.51 7.21 0.000
H -3.70 -2.03 7.49 0.000
H -5.51 -1.35 5.69 0.000
H -5.00 0.27 5.95 0.000
H -5.64 -0.65 7.32 0.000
H -0.51 -0.92 7.09 0.000
H -1.12 -0.01 5.55 0.000
H 0.32 -1.09 5.52 0.000
O 1.06 7.72 -3.42 0.000
S 2.16 6.81 -3.83 0.000
O 3.54 7.03 -3.39 0.000
O 1.66 5.25 -3.62 0.000
C 0.29 5.07 -3.39 0.000
C 0.06 3.62 -2.86 0.000
C 2.12 6.85 -5.65 0.000
H -0.21 5.19 -4.35 0.000
H -0.04 5.80 -2.64 0.000
H 0.27 2.93 -3.68 0.000
H -0.95 3.50 -2.48 0.000
H 0.70 3.36 -2.02 0.000
H 2.52 7.82 -5.96 0.000
H 1.10 6.59 -5.91 0.000
H 2.83 6.10 -6.01 0.000
C -0.59 -7.87 -2.94 0.000
O -0.35 -6.45 -2.91 0.000
C -0.18 -5.79 -4.07 0.000
O -0.12 -6.38 -5.21 0.000
O 0.03 -4.46 -3.94 0.000
C -0.25 -3.77 -2.74 0.000
H -0.92 -8.16 -1.94 0.000
H 0.34 -8.34 -3.23 0.000
H -1.35 -8.19 -3.65 0.000
H -0.19 -2.71 -2.95 0.000
H 0.44 -3.93 -1.91 0.000
H -1.26 -3.91 -2.34 0.000
C 1.92 -3.97 4.31 0.000
O 3.05 -3.44 3.67 0.000
C 3.17 -2.11 3.48 0.000
O 2.26 -1.33 3.75 0.001
O 4.37 -1.89 2.91 0.000
C 4.66 -0.59 2.41 0.000
H 2.02 -5.05 4.30 0.000
H 0.95 -3.72 3.87 0.000
H 1.80 -3.56 5.31 0.000
H 4.38 0.15 3.17 0.000
H 4.23 -0.38 1.44 0.000
H 5.74 -0.55 2.32 0.000
C 0.12 0.00 -5.91 0.000
O 1.46 -0.27 -6.26 0.000
C 2.34 -0.57 -5.30 0.000
O 2.05 -0.77 -4.10 0.002
O 3.51 -0.86 -5.87 0.000
C 4.57 -1.17 -5.06 0.000
H -0.34 -0.72 -5.24 0.000
H -0.47 0.27 -6.79 0.000
H 0.17 0.89 -5.29 0.000
H 5.04 -0.23 -4.77 0.000
H 5.38 -1.68 -5.58 0.000
H 4.26 -1.77 -4.21 0.000
C -1.05 -4.72 1.33 0.000
O -2.42 -4.98 1.48 0.000
C -3.30 -5.19 0.43 0.000
O -4.53 -5.19 0.60 0.000
O -2.61 -5.47 -0.66 0.000
C -3.41 -5.81 -1.82 0.000
H -0.59 -4.55 2.31 0.000
H -0.93 -3.82 0.73 0.000
H -0.59 -5.59 0.86 0.000
H -4.04 -4.99 -2.17 0.000
H -4.04 -6.66 -1.56 0.000
H -2.68 -6.09 -2.58 0.000
C 3.08 -2.58 -1.79 0.000
O 3.14 -3.24 -0.56 0.001
C 2.98 -4.60 -0.48 0.000
O 3.01 -5.40 -1.39 0.000
O 2.78 -4.90 0.80 0.000
C 2.36 -6.24 1.08 0.000
H 3.59 -3.03 -2.64 0.000
H 3.50 -1.59 -1.59 0.000
H 2.07 -2.34 -2.12 0.000
H 2.20 -6.33 2.15 0.000
H 3.09 -6.97 0.74 0.000
H 1.48 -6.56 0.52 0.000
```

---

Summary of max |F| in eV/A
1.33; 2.95; 5.77
(order as listed above)